This record from the Open Molecules 2025 dataset describes a cluster of 2 separate species, C7H6IN3S in total in a non-equilibrium geometry. The level of theory is wB97M-V/def2-TZVPD.

strongest force on any atom: 0.09386 hartree/bohr
energy: -1130.3134 Ha
relative energy (zero: lowest compared OMol25 entry of this formula, charge and spin): 32.99 kcal per mole
Kohn-Sham gap (alpha / beta): 7.70 / 7.67 eV
net charge: 0
multiplicity: 1

CARTESIAN COORDINATES (ANGSTROEM)
C 0.48511 -0.43160 3.00968
C -0.72127 0.20239 2.94517
C 1.21391 -0.75911 1.91401
C -1.22759 0.52322 1.70158
C 0.82438 -0.30564 0.68737
C -0.45620 0.41791 0.52187
C 0.75595 0.12799 -1.44251
N 1.45080 -0.34260 -0.50367
N -0.50182 0.69806 -3.69357
N 0.69877 0.08793 -3.60761
S -0.77515 0.77581 -1.18002
I 0.66042 -1.94708 -3.90266
H 0.75464 -0.71727 4.00204
H -1.30311 0.22605 3.81786
H 2.18142 -1.29050 1.79001
H -2.33291 0.82783 1.70878
H -1.27288 0.23471 -4.24807
H -0.43448 1.67189 -3.52026